Entry from the OMol25 dataset: a cluster of 2 separate species, C2H8N2S2 in total (the ωB97M-V functional and the def2-TZVPD basis).

Multiplicity: 2
Charge: -1
Orbital gap (alpha / beta) in eV: 2.21 / 6.39
Relative energy (zero: lowest compared OMol25 entry of this formula, charge and spin) in kcal/mol: 45.4

Each line ends with the Mulliken charge.
Atoms and positions in Å:
C -0.04495 2.22587 -2.73228  -0.91
S 0.02446 0.67705 -3.71392  -0.39
S 1.03702 0.83663 -5.50267  -0.59
H 0.91858 2.78583 -2.75111  0.28
H -0.40329 1.96267 -1.71935  0.21
H -0.61825 3.07169 -2.88742  0.36
H 0.41469 1.47669 -6.59341  0.04
N -0.78279 -2.63306 3.15348  -0.45
C 0.00711 -1.83145 4.00575  0.12
N 0.73288 -0.86430 3.60974  -0.60
H -0.61898 -2.55515 2.17827  0.25
H -1.65773 -2.74647 3.54181  0.21
H -0.08587 -2.18230 5.12568  0.24
H 1.07710 -0.22371 4.28544  0.23



Entry from the OMol25 dataset: a cluster of 2 separate species, C4H11NOS2 in total (the ωB97M-V functional and the def2-TZVPD basis).

Multiplicity: 1
Orbital gap in eV: 4.57
Relative energy (zero: lowest compared OMol25 entry of this formula, charge and spin) in kcal/mol: 130.5

Each line ends with the Mulliken charge.
Atoms and positions in Å:
N 3.32808 -0.10783 -0.04679  -0.67
C 1.88556 -0.40321 -0.33517  0.27
C 1.10840 0.86751 -0.51374  -0.57
O 0.81520 1.53157 0.68142  -0.48
C 1.65188 -1.34679 -1.45161  -1.06
S -2.27190 1.11650 0.19354  -0.37
S -1.59897 -0.68289 0.83889  0.13
C -0.99487 -1.72724 -0.46462  -0.45
H 3.79564 -1.00769 0.07477  0.29
H 3.69901 0.19330 -0.95171  0.31
H 1.55306 -0.80258 0.62850  0.34
H 0.14384 0.56590 -0.93994  0.32
H 1.54498 1.52247 -1.28274  0.25
H -0.14965 1.62136 0.63451  0.24
H 2.09392 -0.99938 -2.38617  0.35
H 1.90296 -2.38027 -1.22084  0.41
H -1.51478 -1.56229 -1.40298  0.33
H 0.16104 -1.72003 -0.73193  -0.02
H -1.17833 -2.73309 -0.08448  0.37



Entry from the OMol25 dataset: a structure of composition C12H23N2O2P2RhS (the ωB97M-V functional and the def2-TZVPD basis).

Multiplicity: 5
Charge: +2
Orbital gap (alpha / beta) in eV: 6.41 / 6.05
Relative energy (zero: lowest compared OMol25 entry of this formula, charge and spin) in kcal/mol: 0.0

Each line ends with the Mulliken charge.
Atoms and positions in Å:
Rh 1.02100 -0.02431 0.64956  -0.59
P 0.62719 2.21350 0.50651  0.94
C -0.09392 2.46891 -1.11022  -0.98
C -0.26948 1.30662 -1.88154  0.80
N 0.15907 0.09424 -1.35525  0.17
C 0.28778 -0.95694 -2.18841  0.70
C -0.00632 -0.89907 -3.56175  -0.81
C -0.64318 0.23179 -4.03367  -0.44
C -0.85668 1.28762 -3.19083  -0.91
C 0.76894 -2.26311 -1.65155  -1.27
P 0.54299 -2.29461 0.18272  0.78
H -1.40751 2.20438 -3.47751  0.41
H 0.19650 -1.77927 -4.19379  0.47
H -0.90816 0.30690 -5.09346  0.44
H 0.24621 -3.12826 -2.06942  0.60
H 1.83586 -2.44177 -1.85222  0.47
H -3.91505 1.35563 -0.05934  0.29
H -0.73058 3.33000 -1.34350  0.39
H -2.66919 -0.40442 2.15878  0.31
O -4.08994 1.10766 0.82525  -0.58
H -4.70878 1.78385 1.11454  0.32
H -0.31233 -0.41599 1.20809  0.84
O -2.05263 -0.72770 2.80852  -0.58
H -1.68180 0.11084 3.20173  0.29
C -1.10470 -3.06884 0.27327  -1.29
H -1.05223 -3.98019 -0.33580  0.49
H -1.34368 -3.28210 1.31871  0.41
H -1.86681 -2.39098 -0.11337  0.35
C 1.66553 -3.53445 0.85678  -1.19
H 1.52850 -3.55262 1.93715  0.39
H 1.44826 -4.52098 0.44724  0.42
H 2.70081 -3.27428 0.64616  0.41
C 2.22820 3.00757 0.12260  -1.22
H 1.99364 4.05387 -0.08495  0.42
H 3.00486 2.90381 0.88336  0.37
H 2.53998 2.52990 -0.80726  0.39
C -0.07732 2.92812 2.08637  -1.00
H 0.54404 2.63242 2.94864  0.33
H -0.09924 4.03262 2.05059  0.41
H -1.10559 2.58297 2.27948  0.27
S 3.67007 0.49329 4.16946  -0.04
C 2.44444 0.12775 3.22618  0.56
N 1.54125 -0.15436 2.50218  -0.52



Entry from the OMol25 dataset: an isolated molecule of C16H21FN4OS2 (the ωB97M-V functional and the def2-TZVPD basis).

Multiplicity: 1
Orbital gap in eV: 8.48
SMILES string: CCN(CC)C(=O)CCCSc1nnc(Nc2ccccc2F)s1

Each line ends with the Mulliken charge.
Atoms and positions in Å:
C -4.05815 -1.80941 2.49167  -1.10
H -4.32638 -0.90579 3.03571  0.29
H -4.43787 -2.66870 3.03747  0.39
H -2.97483 -1.87838 2.44156  0.29
C -4.63592 -1.79223 1.07957  -0.71
N -4.15169 -0.65238 0.31760  0.34
C -3.06890 -0.83894 -0.47536  0.59
O -2.51260 -1.91794 -0.55014  -0.68
C -2.53730 0.36154 -1.24641  -0.99
C -1.53981 1.13073 -0.37433  -0.44
C -1.00298 2.34216 -1.11793  -0.68
H -0.42224 2.04824 -1.99025  0.35
H -1.80593 3.01809 -1.41391  0.49
S 0.08824 3.35978 -0.06725  -0.17
C 1.50986 2.38050 -0.08839  0.44
N 1.64840 1.28489 -0.74246  -0.38
N 2.84115 0.71863 -0.60980  -0.37
C 3.65283 1.36616 0.15313  0.36
N 4.92002 1.03360 0.47006  -0.10
C 5.63306 -0.08564 0.06220  0.08
C 5.11913 -1.08168 -0.76334  -0.23
C 5.90593 -2.16367 -1.11595  -0.73
C 7.20856 -2.27814 -0.66060  -0.44
C 7.73858 -1.29717 0.16228  -0.59
C 6.94938 -0.22363 0.50925  0.62
F 7.45635 0.74600 1.31677  -0.33
H 8.74850 -1.35326 0.53589  0.43
H 7.81409 -3.12526 -0.94117  0.37
H 5.49126 -2.92704 -1.75571  0.39
H 4.10530 -0.98979 -1.11525  0.48
H 5.41578 1.67023 1.07926  0.25
S 2.94489 2.85733 0.82519  -0.25
H -2.01537 1.45537 0.55470  0.38
H -0.71099 0.46889 -0.11938  0.35
H -2.01024 -0.03190 -2.11679  0.49
H -3.33602 1.01676 -1.59103  0.24
C -4.91660 0.57016 0.43588  -0.66
H -4.26597 1.43753 0.32211  0.29
C -6.05654 0.63782 -0.58219  -1.15
H -6.73896 -0.19759 -0.44764  0.34
H -5.66906 0.59689 -1.59719  0.27
H -6.61302 1.56296 -0.45648  0.39
H -5.33289 0.60544 1.44643  0.35
H -4.32361 -2.69488 0.55023  0.42
H -5.72743 -1.75624 1.11202  0.33



Largest force on an atom readings, ordered: 3.7 2.0 2.3 1.8 eV/A